Entry 1:
Computed, not measured: a cluster of 2 separate species, H3O3P in total in a non-equilibrium geometry, with ωB97M-V/def2-TZVPD.

ORCA input file:
```
! RIJCOSX wB97M-V def2-TZVPD def2/J DEFGRID3
* xyz 0 1
O -1.273 -0.106 -0.296
P -0.518 -1.247 -0.775
O 0.322 -2.007 0.439
H 0.447 -1.623 1.272
O 0.616 1.397 -0.078
H 0.814 2.104 -0.421
H -0.408 1.483 -0.141
*
```

Results
energy above the lowest of the compared OMol25 structures with the same formula, charge and spin = 179.8 kJ/mol
HOMO level = -10.903 eV
E = -15479.731 eV
maximum force = 14.00 eV Å⁻¹
lowest unoccupied orbital energy = -0.06 eV
SMILES string = O=PO.O

Entry 2:
Computed, not measured: a cluster of 4 separate species, CH10O3S2 in total in a non-equilibrium geometry, with ωB97M-V/def2-TZVPD.

ORCA input file:
```
! RIJCOSX wB97M-V def2-TZVPD def2/J DEFGRID3
* xyz 0 1
C -1.883 -0.188 -0.776
S -1.749 1.606 -0.759
S -3.166 2.102 0.658
H -0.988 -0.519 -1.308
H -2.755 -0.438 -1.377
H -1.991 -0.628 0.210
H -2.257 2.377 1.626
O 1.280 1.055 0.806
H 1.504 0.727 -0.086
H 0.309 0.944 0.732
O 1.767 -1.715 1.263
H 2.536 -1.654 1.851
H 1.477 -0.759 1.257
O 1.689 -0.735 -1.403
H 2.472 -0.722 -1.917
H 1.754 -1.451 -0.776
*
```

Results
energy above the lowest of the compared OMol25 structures with the same formula, charge and spin = 0.0 kJ/mol
HOMO level = -9.156 eV
E = -29012.503 eV
maximum force = 1.58 eV Å⁻¹
lowest unoccupied orbital energy = 0.51 eV
SMILES string = CSS.O.O.O

Entry 3:
Computed, not measured: a structure of composition C5H6, with ωB97M-V/def2-TZVPD.

ORCA input file:
```
! RIJCOSX wB97M-V def2-TZVPD def2/J DEFGRID3
* xyz 0 1
C 1.428 0.260 0.150
C 1.558 0.109 -1.150
C 0.102 0.345 -0.860
C -0.912 -0.649 -0.429
C -0.357 -0.046 0.822
H 1.927 0.647 1.025
H -0.300 1.338 -1.078
H -1.936 -0.397 -0.692
H -0.654 -1.694 -0.597
H -0.903 0.800 1.234
H 0.047 -0.713 1.575
*
```

Results
energy above the lowest of the compared OMol25 structures with the same formula, charge and spin = 485.1 kJ/mol
HOMO level = -8.563 eV
E = -5276.172 eV
maximum force = 0.66 eV Å⁻¹
lowest unoccupied orbital energy = 0.84 eV

Entry 4:
Computed, not measured: a structure of composition C42H39B2F9N11O5S2Ti in a non-equilibrium geometry, with ωB97M-V/def2-TZVPD.

ORCA input file:
```
! RIJCOSX wB97M-V def2-TZVPD def2/J DEFGRID3
* xyz 1 3
Ti 0.599 0.042 0.872
C -0.477 -2.842 3.937
C -0.418 -1.828 2.849
N 0.671 -1.453 2.263
O 1.789 -2.167 2.487
B 2.971 -1.351 2.971
F 4.097 -2.080 2.778
F 2.722 -0.981 4.284
O 3.091 -0.105 2.111
N 1.956 0.645 2.130
C 1.739 1.530 3.049
C 2.691 1.884 4.130
C 0.435 2.168 2.889
N -0.227 1.706 1.877
O -1.366 2.350 1.584
B -2.604 1.594 1.199
F -3.399 1.463 2.325
F -3.237 2.293 0.200
O -2.290 0.227 0.629
N -1.303 -0.433 1.278
C -1.596 -1.168 2.302
C -2.969 -1.374 2.830
C -0.042 3.245 3.797
H 0.530 -3.050 4.288
H -0.924 -3.775 3.586
H -1.082 -2.463 4.760
H 3.680 1.507 3.887
H 2.375 1.417 5.066
H 2.713 2.961 4.276
H -3.694 -0.932 2.154
H -3.073 -0.885 3.801
H -3.174 -2.437 2.962
H 0.615 4.115 3.731
H -0.026 2.894 4.830
H -1.051 3.540 3.523
N 1.813 0.070 -2.990
C 2.793 0.787 -2.345
C 3.742 1.473 -3.118
C 4.736 2.184 -2.491
C 4.769 2.196 -1.101
C 3.787 1.514 -0.420
N 2.793 0.823 -1.002
H 1.388 -0.690 -2.490
H 1.961 -0.096 -3.970
H 3.684 1.416 -4.197
H 5.487 2.704 -3.070
H 5.543 2.722 -0.561
H 3.810 1.491 0.659
F 6.545 8.453 3.016
C 5.754 7.472 2.656
C 5.817 6.972 1.360
F 6.684 7.482 0.499
C 4.973 5.952 0.980
F 5.051 5.492 -0.254
C 4.039 5.395 1.874
S 2.967 4.159 1.384
C 4.014 5.918 3.181
F 3.154 5.432 4.063
C 4.853 6.937 3.572
F 4.804 7.413 4.806
S -2.250 4.159 -3.417
C -1.366 2.962 -2.491
C -1.598 1.591 -2.568
C -0.903 0.750 -1.734
N 0.020 1.156 -0.848
C 0.291 2.473 -0.841
C -0.353 3.392 -1.633
C -3.775 3.274 -3.750
C -3.958 2.567 -4.929
C -5.153 1.873 -5.084
N -6.109 1.871 -4.164
C -5.933 2.574 -3.053
C -4.777 3.302 -2.796
H -2.332 1.182 -3.244
H -1.090 -0.312 -1.799
H 1.067 2.801 -0.164
H -0.103 4.441 -1.558
H -3.201 2.553 -5.701
H -5.348 1.296 -5.980
H -6.743 2.551 -2.334
H -4.654 3.845 -1.871
C -5.192 -6.946 0.832
C -4.306 -6.679 -0.354
C -4.519 -5.582 -1.181
C -3.686 -5.331 -2.263
C -2.613 -6.172 -2.526
N -1.683 -5.852 -3.569
C -0.604 -5.019 -3.414
O 0.351 -5.017 -4.159
N -0.707 -4.138 -2.332
C 0.333 -3.418 -1.777
C 1.686 -3.666 -2.052
C 2.643 -2.944 -1.366
C 2.260 -1.962 -0.468
N 0.972 -1.651 -0.279
C 0.034 -2.393 -0.884
C -2.416 -7.296 -1.733
C -3.257 -7.543 -0.661
H -5.747 -6.055 1.122
H -4.606 -7.291 1.683
H -5.916 -7.729 0.597
H -5.352 -4.917 -0.985
H -3.879 -4.490 -2.921
H -1.555 -6.530 -4.305
H -1.610 -4.064 -1.895
H 1.956 -4.418 -2.777
H 3.695 -3.141 -1.518
H 2.996 -1.420 0.103
H -1.001 -2.178 -0.639
H -1.601 -7.974 -1.954
H -3.087 -8.415 -0.041
*
```

Results
energy above the lowest of the compared OMol25 structures with the same formula, charge and spin = 26.3 kJ/mol
HOMO level (spin up / spin down) = -10.696 / -10.805 eV
E = -141413.865 eV
maximum force = 2.26 eV Å⁻¹
lowest unoccupied orbital energy (spin up / spin down) = -3.30 / -5.09 eV
<S²> = 2.04

Entry 5:
Computed, not measured: an isolated molecule of C5H4Cl3OP in a non-equilibrium geometry, with ωB97M-V/def2-TZVPD.

ORCA input file:
```
! RIJCOSX wB97M-V def2-TZVPD def2/J DEFGRID3
* xyz 0 1
O 1.498 -1.596 -2.350
C 0.554 -0.967 -2.025
Cl -0.721 -0.535 -3.203
C 0.292 -0.369 -0.755
C 0.676 -0.826 0.525
C 0.346 -0.085 1.794
C -0.842 0.788 1.634
P -0.787 1.108 -0.529
Cl -2.632 0.777 -0.863
Cl -0.116 2.384 -1.966
H 1.262 -1.725 0.754
H 0.101 -1.005 2.535
H 1.328 0.426 2.092
H -0.960 1.622 2.358
*
```

Results
energy above the lowest of the compared OMol25 structures with the same formula, charge and spin = 0.0 kJ/mol
HOMO level = -7.761 eV
E = -54150.425 eV
maximum force = 5.46 eV Å⁻¹
lowest unoccupied orbital energy = -0.69 eV
SMILES string = O=C(Cl)C1=CCC=P1(Cl)Cl

Entry 6:
Computed, not measured: an isolated molecule of C2H5N3O3 in a non-equilibrium geometry, with ωB97M-V/def2-TZVPD.

ORCA input file:
```
! RIJCOSX wB97M-V def2-TZVPD def2/J DEFGRID3
* xyz 0 1
O -1.551 0.215 -1.869
C -0.336 -0.052 -1.877
N 0.521 -0.170 -0.871
C 0.220 -0.006 0.453
N 1.178 0.463 1.278
O 2.381 0.849 0.727
N -0.976 -0.230 1.091
O -2.024 -0.926 0.400
H 0.137 -0.207 -2.861
H 1.287 -0.085 2.161
H 2.503 0.229 0.000
H -1.312 0.298 1.843
H -2.029 -0.377 -0.474
*
```

Results
energy above the lowest of the compared OMol25 structures with the same formula, charge and spin = 311.1 kJ/mol
HOMO level = -10.005 eV
E = -12764.377 eV
maximum force = 3.33 eV Å⁻¹
lowest unoccupied orbital energy = 0.34 eV
SMILES string = O=CN=C(NO)NO